Entry 1:
A structure of composition CI3O2S. Source: the OMol25 dataset; level of theory: wB97M-V/def2-TZVPD.

Positions of all 7 atoms, in Å:
C1 -0.288 -0.425 0.296
O1 -0.108 1.933 -0.889
O2 1.995 0.645 -0.317
S1 0.665 1.189 0.169
I1 0.083 -1.194 2.327
I2 0.536 -1.707 -1.254
I3 -2.884 -0.442 -0.332

Properties
Net charge   -1
Highest occupied orbital energy (alpha / beta)   -4.9 / -4.9 eV
Calculated total energy   -40269.108 eV
Kohn-Sham gap (alpha / beta)   6.34 / 6.34 eV
Energy above the lowest of the compared OMol25 structures with the same formula, charge and spin   108.1 kJ/mol
Molecular weight   456.8 g mol⁻¹
LUMO level (alpha / beta)   1.47 / 1.47 eV

List of Löwdin charges in e, atom by atom:
1 C -1.5648
2 O -0.5693
3 O -0.6424
4 S 0.4296
5 I 0.5585
6 I 0.6157
7 I 0.1728

Entry 2:
A cluster of 2 separate species, C6H4BrF4N in total. Source: the OMol25 dataset; level of theory: wB97M-V/def2-TZVPD.

Positions of all 16 atoms, in Å:
C1 -2.056 -1.144 -0.464
C2 -2.480 -0.229 0.532
C3 -0.787 -0.847 -0.883
C4 -1.336 0.610 0.767
C5 1.425 1.027 -0.404
C6 2.330 0.088 0.423
N1 -0.452 0.253 -0.221
F1 1.196 2.253 0.073
F2 1.860 1.158 -1.672
F3 1.903 0.027 1.747
F4 3.586 0.461 0.440
Br1 2.234 -1.754 -0.244
H1 -2.534 -1.975 -0.848
H2 -3.525 -0.204 0.869
H3 -0.049 -1.191 -1.585
H4 -1.314 1.466 1.470

Properties
Net charge   0
Highest occupied orbital energy   -8.2 eV
Calculated total energy   -88685.897 eV
Kohn-Sham gap   7.70 eV
Energy above the lowest of the compared OMol25 structures with the same formula, charge and spin   166.3 kJ/mol
Molecular weight   246.0 g mol⁻¹
LUMO level   -0.54 eV

Löwdin population analysis, charges in e, atoms 1 to 8:
1 C -0.1251
2 C -0.0805
3 C -0.2188
4 C -0.1143
5 C -0.2793
6 C -0.8155
7 N 0.0035
8 F 0.1462

Entry 3:
A cluster of 2 separate species, C5H7N3O in total. Source: the OMol25 dataset; level of theory: wB97M-V/def2-TZVPD.

Positions of all 16 atoms, in Å:
C1 3.273 -0.744 0.320
C2 2.119 -1.082 -0.306
C3 2.220 1.090 0.054
C4 -2.150 0.231 -0.246
C5 -3.491 0.098 0.401
N1 3.316 0.609 0.544
N2 -1.089 0.245 0.388
N3 1.440 0.101 -0.495
O1 0.277 0.233 -1.034
H1 4.078 -1.368 0.649
H2 1.724 -2.014 -0.653
H3 1.916 2.115 0.080
H4 -2.164 0.301 -1.335
H5 -3.389 -0.076 1.469
H6 -4.070 1.001 0.225
H7 -4.010 -0.740 -0.062

Properties
Net charge   0
Highest occupied orbital energy (alpha / beta)   -8.9 / -8.8 eV
Calculated total energy   -11811.572 eV
Kohn-Sham gap (alpha / beta)   8.45 / 7.81 eV
Energy above the lowest of the compared OMol25 structures with the same formula, charge and spin   464.8 kJ/mol
Molecular weight   125.1 g mol⁻¹
LUMO level (alpha / beta)   -0.40 / -1.00 eV

Löwdin population analysis, charges in e, atoms 1 to 8:
1 C -0.1479
2 C -0.0475
3 C -0.1445
4 C -0.2950
5 C -0.0696
6 N 0.0582
7 N 0.2109
8 N -0.2094

Entry 4:
The ion C7H10N3S with charge +1. Source: the OMol25 dataset; level of theory: wB97M-V/def2-TZVPD.

Positions of all 21 atoms, in Å:
C1 -1.396 -2.246 0.546
C2 -0.540 -1.439 -0.087
S1 1.192 -1.575 -0.075
C3 1.390 0.233 -0.194
N1 2.458 0.879 -0.110
C4 3.657 0.110 -0.011
N2 0.145 0.819 -0.447
C5 -0.468 1.686 0.456
C6 -1.781 1.601 0.368
C7 -2.217 0.479 -0.504
N3 -0.945 -0.191 -0.813
H1 -0.971 -2.945 1.231
H2 -2.406 -1.974 0.685
H3 4.437 0.406 -0.887
H4 3.420 -0.873 -0.115
H5 4.024 0.198 0.973
H6 0.251 2.517 0.831
H7 -2.556 2.016 0.896
H8 -2.779 -0.291 -0.029
H9 -2.506 1.019 -1.455
H10 -0.878 -0.365 -1.787

Properties
Net charge   +1
Highest occupied orbital energy   -13.2 eV
Calculated total energy   -22715.831 eV
SMILES string   C=C1S/C(=N\C)N2C=CC[N@H+]12
Kohn-Sham gap   9.80 eV
Energy above the lowest of the compared OMol25 structures with the same formula, charge and spin   329.2 kJ/mol
Molecular weight   168.2 g mol⁻¹
LUMO level   -3.39 eV

Löwdin population analysis, charges in e, atoms 1 to 8:
1 C 0.0876
2 C -0.5420
3 S 1.1018
4 C -0.5628
5 N 0.0410
6 C -0.1188
7 N -0.0077
8 C -0.0371

Entry 5:
A cluster of 2 separate species, C3H10N2O in total. Source: the OMol25 dataset; level of theory: wB97M-V/def2-TZVPD.

Positions of all 16 atoms, in Å:
C1 2.325 -1.418 -0.607
N1 1.017 -0.780 -0.514
C2 0.911 0.402 -0.122
N2 2.004 1.279 0.231
H1 2.449 -1.765 -1.631
H2 2.319 -2.291 0.047
H3 3.151 -0.774 -0.315
H4 -0.080 0.844 -0.041
H5 1.869 2.174 -0.232
H6 1.945 1.516 1.218
C3 -2.684 0.348 0.285
O1 -4.067 0.034 0.350
H7 -2.244 0.034 -0.663
H8 -2.617 1.430 0.384
H9 -2.130 -0.125 1.097
H10 -4.169 -0.908 0.513

Properties
Net charge   0
Highest occupied orbital energy   -9.7 eV
Calculated total energy   -8299.554 eV
SMILES string   C/N=C\N.CO
Kohn-Sham gap   10.44 eV
Energy above the lowest of the compared OMol25 structures with the same formula, charge and spin   188.2 kJ/mol
Molecular weight   90.1 g mol⁻¹
LUMO level   0.77 eV

Löwdin population analysis, charges in e, atoms 1 to 8:
1 C -0.1343
2 N -0.0111
3 C -0.2889
4 N 0.0257
5 H 0.0714
6 H 0.0721
7 H 0.0555
8 H 0.0787

Entry 6:
The molecule C5H7NO. Source: the OMol25 dataset; level of theory: wB97M-V/def2-TZVPD.

Positions of all 14 atoms, in Å:
C1 1.923 0.140 0.090
C2 0.722 -0.731 -0.182
O1 0.769 -1.939 -0.156
C3 -0.650 -0.091 -0.488
C4 -1.637 -0.366 0.662
C5 -0.585 1.342 -0.795
N1 -0.545 2.472 -1.039
H1 2.803 -0.494 0.217
H2 1.771 0.745 0.992
H3 2.084 0.842 -0.734
H4 -1.014 -0.607 -1.385
H5 -1.345 0.166 1.574
H6 -2.641 -0.041 0.376
H7 -1.655 -1.439 0.867

Properties
Net charge   0
Highest occupied orbital energy   -10.3 eV
Calculated total energy   -8835.706 eV
SMILES string   CC(=O)[C@@H](C)C#N
Kohn-Sham gap   10.98 eV
Energy above the lowest of the compared OMol25 structures with the same formula, charge and spin   48.0 kJ/mol
Molecular weight   97.1 g mol⁻¹
LUMO level   0.70 eV

Löwdin population analysis, charges in e, atoms 1 to 8:
1 C -0.0045
2 C -0.4117
3 O 0.0936
4 C -0.2861
5 C -0.0420
6 C -0.2073
7 N 0.1620
8 H 0.0884

Entry 7:
The molecule C2H3N3OS. Source: the OMol25 dataset; level of theory: wB97M-V/def2-TZVPD.

Positions of all 10 atoms, in Å:
C1 0.346 -0.658 0.920
C2 0.145 -1.257 -0.391
N1 0.374 0.665 0.923
N2 -0.405 -0.648 -1.362
N3 -0.249 1.441 0.112
O1 -1.168 1.706 -2.139
S1 -1.359 0.864 -1.017
H1 0.770 -1.111 1.856
H2 0.587 -2.156 -0.615
H3 0.960 1.155 1.711

Properties
Net charge   0
Highest occupied orbital energy (alpha / beta)   -7.1 / -9.6 eV
Calculated total energy   -19469.911 eV
Multiplicity   3
Kohn-Sham gap (alpha / beta)   7.46 / 7.39 eV
Energy above the lowest of the compared OMol25 structures with the same formula, charge and spin   93.9 kJ/mol
Molecular weight   117.1 g mol⁻¹
LUMO level (alpha / beta)   0.38 / -2.21 eV

Löwdin population analysis, charges in e, atoms 1 to 8:
1 C -0.0833
2 C -0.2574
3 N -0.1631
4 N -0.1040
5 N -0.1794
6 O -0.4652
7 S 0.8479
8 H 0.1319

Entry 8:
A structure of composition C3H5AuO4. Source: the OMol25 dataset; level of theory: wB97M-V/def2-TZVPD.

Positions of all 13 atoms, in Å:
O1 -0.770 1.399 -1.047
C1 0.655 -0.687 0.366
C2 -1.796 0.817 -0.276
O2 1.306 -0.072 1.249
O3 -0.563 -1.109 0.666
C3 -1.682 -0.690 -0.135
H1 -2.751 1.034 -0.775
H2 -1.831 1.262 0.734
H3 -1.619 -1.168 -1.123
H4 -2.556 -1.074 0.403
Au1 2.681 -0.037 -0.040
O4 1.186 -0.934 -0.770
H5 -0.140 0.693 -1.353

Properties
Net charge   +1
Highest occupied orbital energy (alpha / beta)   -11.2 / -15.5 eV
Calculated total energy   -15057.774 eV
Multiplicity   4
Kohn-Sham gap (alpha / beta)   7.61 / 4.36 eV
Energy above the lowest of the compared OMol25 structures with the same formula, charge and spin   156.7 kJ/mol
Molecular weight   302.0 g mol⁻¹
LUMO level (alpha / beta)   -3.62 / -11.11 eV

Löwdin population analysis, charges in e, atoms 1 to 8:
1 O 0.2576
2 C -0.7999
3 C -0.0807
4 O -0.0860
5 O 0.0808
6 C -0.0891
7 H 0.1992
8 H 0.1960

| no. | strongest force on any atom (eV/Å) |
| --- | --- |
| 1 | 2.65 |
| 2 | 5.93 |
| 3 | 1.55 |
| 4 | 3.84 |
| 5 | 0.69 |
| 6 | 1.12 |
| 7 | 5.91 |
| 8 | 13.15 |